Run P
{
  "formula": "C18H54N2O13",
  "method": "ωB97M-V with the def2-TZVPD basis set",
  "species": ["C", "C", "C", "N", "O", "H", "O", "H", "H", "H", "H", "O", "H", "H", "C", "N", "H", "H", "H", "H", "O", "O", "H", "H", "C", "C", "H", "C", "H", "H", "H", "H", "H", "H", "H", "H", "H", "H", "C", "H", "H", "H", "H", "H", "H", "O", "C", "H", "H", "H", "H", "O", "H", "C", "H", "C", "H", "H", "H", "H", "C", "H", "H", "H", "O", "H", "O", "C", "C", "H", "H", "H", "C", "H", "C", "O", "H", "H", "C", "C", "H", "H", "O", "H", "O", "H", "O"],
  "coordinates": [[0.272, -3.004, 1.543], [-0.156, -0.203, 2.625], [1.967, 3.131, 1.174], [-3.202, 1.654, 0.141], [3.935, -0.039, 0.724], [2.230, 5.497, -1.127], [0.694, 2.531, 0.940], [-2.339, 1.554, 2.047], [-1.137, -2.520, 3.125], [1.215, 0.197, -1.630], [0.093, 3.270, 1.072], [2.406, 0.781, -3.010], [-5.144, -2.276, 2.172], [-3.867, 4.167, 1.396], [-3.198, 2.051, 1.592], [0.851, -4.322, 1.562], [3.591, 3.857, -0.046], [0.790, -2.149, 1.095], [-0.235, -0.294, -2.725], [-3.669, -2.930, 2.866], [0.431, 0.200, -1.069], [-0.739, -0.095, -3.526], [-1.240, -0.330, 2.651], [0.063, 0.769, 3.063], [-1.654, 5.278, 0.686], [-3.951, -0.832, 0.349], [-1.804, 5.825, 1.622], [2.501, 3.864, -0.119], [-2.357, 5.748, -0.003], [-1.944, -0.202, 0.162], [1.530, -8.775, -0.323], [1.116, -6.909, 0.918], [3.034, -1.867, 0.749], [-0.650, 0.853, -3.637], [5.246, -0.935, -1.320], [-4.043, -1.517, -0.495], [4.487, -2.611, -1.376], [-4.225, -3.372, 1.184], [-0.599, 3.888, -2.392], [1.810, -4.278, 1.887], [1.466, -4.102, -0.337], [1.709, 3.883, 1.923], [2.425, 1.576, -3.548], [-2.739, 3.742, -1.762], [-4.925, -0.486, 0.694], [0.504, -1.261, 3.336], [1.634, -8.210, -1.252], [-2.890, 0.186, -1.249], [-3.487, 4.361, -3.772], [-0.071, -4.965, -0.107], [-4.112, 1.764, 2.109], [5.709, -2.235, 0.152], [2.984, 0.165, -3.466], [-0.060, -2.477, 2.947], [2.755, -1.136, -0.779], [-2.901, 0.215, -0.159], [0.154, -0.326, 1.586], [2.647, -8.365, -1.626], [0.303, -3.240, 3.641], [-0.626, -3.026, 0.922], [4.738, -1.733, -0.778], [-0.380, 4.306, -4.234], [-0.214, 4.349, -1.483], [-0.640, 5.636, 0.506], [1.221, -6.871, -1.107], [-0.453, 2.807, -2.385], [-1.790, 3.866, 0.850], [-4.124, -2.588, 1.937], [3.507, -1.221, 0.010], [0.332, 1.119, -0.801], [2.639, -6.250, 0.316], [-2.481, 2.187, -0.325], [-2.964, 3.589, 1.595], [-2.105, 5.330, -2.391], [0.958, -4.876, 0.246], [2.023, 5.201, -0.236], [2.770, 2.498, 1.548], [-2.695, 3.769, 2.640], [1.563, -6.298, 0.129], [-2.106, 4.242, -2.496], [2.235, 3.302, -1.016], [3.567, -0.176, 1.601], [0.137, 4.559, -3.462], [6.597, -2.261, -0.210], [-2.587, 4.026, -3.798], [0.960, -8.709, -1.949], [-3.297, -1.521, 1.492]],
  "homo_lumo_gap_ev": 8.9,
  "e_homo_ev": -8.68,
  "smiles": "COCCNCCOC.COCCNCCOC.OCCO.OCCO.OCCO.O.O.O"
}

Run Q
{
  "formula": "C18H54N2O13",
  "method": "ωB97M-V with the def2-TZVPD basis set",
  "species": ["C", "O", "H", "O", "H", "H", "H", "H", "H", "H", "H", "O", "H", "C", "C", "H", "C", "O", "H", "H", "C", "O", "C", "H", "C", "C", "O", "H", "H", "H", "H", "H", "O", "C", "H", "H", "H", "H", "H", "O", "H", "H", "C", "H", "O", "C", "C", "C", "H", "O", "H", "H", "H", "H", "O", "O", "C", "H", "H", "H", "H", "H", "H", "H", "H", "H", "N", "H", "C", "H", "H", "H", "C", "H", "H", "C", "C", "H", "H", "H", "H", "H", "H", "N", "O", "H", "H"],
  "coordinates": [[-1.060, 4.496, 1.720], [-4.180, 2.726, 1.829], [-3.275, -5.938, -2.991], [0.503, 3.680, -4.525], [-3.657, -0.442, 1.373], [2.245, -5.582, -1.495], [-4.804, 3.297, 2.288], [4.859, 0.330, -0.938], [4.505, 2.697, -0.728], [1.526, 0.023, -2.094], [1.108, -0.737, 0.117], [-2.630, 0.036, 3.067], [0.768, 2.101, -3.265], [0.360, -0.115, -0.386], [-3.312, 0.468, 1.875], [-0.937, -4.689, -3.486], [1.964, 5.945, 3.152], [0.242, 1.872, 2.805], [-2.449, -9.580, -0.419], [-0.573, -0.482, 0.049], [1.318, -4.841, 0.339], [2.765, 2.116, -1.509], [0.063, 2.929, -3.362], [-1.469, -3.758, -2.079], [-1.382, 2.544, -3.615], [0.515, -0.337, -1.885], [-2.298, 3.582, -3.368], [-1.784, 4.527, 2.542], [-1.482, 2.156, -4.634], [-1.335, 5.304, 1.033], [3.323, -5.351, -0.075], [2.366, 5.862, 2.129], [-2.533, -7.594, -1.112], [2.596, 4.695, 3.789], [3.171, 7.591, 3.349], [-3.706, -5.789, -0.718], [-5.342, 1.039, 1.573], [0.503, 1.616, 0.691], [2.318, 4.545, 4.840], [0.387, -1.709, -2.237], [3.194, 2.567, 0.472], [-1.825, 4.324, -2.984], [-1.739, -6.674, -1.794], [-2.653, 0.934, 1.139], [0.268, 4.632, 2.194], [-2.573, -5.475, -2.285], [3.647, 2.093, -0.404], [0.470, 5.845, 2.890], [-4.722, 1.243, 3.237], [2.822, -3.644, -1.067], [1.652, 7.821, 3.610], [3.686, 4.711, 3.831], [-0.940, -6.253, -1.164], [-0.169, 0.249, -2.497], [0.519, 1.285, -0.211], [4.961, 0.655, 1.057], [2.465, -4.957, -0.628], [3.735, -3.434, -0.871], [-2.850, -4.454, -0.516], [-0.123, 5.821, 3.817], [-2.381, -3.700, -3.615], [1.027, -5.723, 0.907], [-1.204, 3.562, 1.179], [0.746, -1.803, -3.123], [-1.264, -7.168, -2.655], [3.323, 0.048, -0.188], [2.397, 7.157, 3.844], [1.860, 2.004, -1.149], [-1.815, -4.333, -2.938], [0.097, 6.706, 2.322], [0.133, 2.752, 2.391], [-1.266, -8.453, 0.230], [-1.819, -8.733, -0.674], [0.034, 2.007, 3.734], [1.388, 3.941, -4.228], [-4.498, 1.391, 2.178], [4.212, 0.694, -0.143], [4.386, 0.851, 1.804], [-3.005, -0.833, 3.222], [0.147, 3.509, -2.434], [0.430, -3.447, -0.695], [-1.091, -8.996, -1.447], [2.287, 3.752, 3.334], [-3.427, -4.935, -1.204], [0.162, -4.246, -0.216], [-1.641, 1.661, -3.012], [1.763, -4.190, 1.109]],
  "homo_lumo_gap_ev": 9.3,
  "e_homo_ev": -8.91,
  "smiles": "COC[C@H](C)N.COC[C@H](C)N.OCCO.OCCO.OCCO.OCCO.OCCO.O"
}

The winner here is run Q, beating the second structure by 25.8 kcal/mol.

Run P
{
  "formula": "C32H91N7O10",
  "method": "ωB97M-V with the def2-TZVPD basis set",
  "species": ["H", "H", "H", "H", "C", "H", "H", "H", "O", "H", "C", "H", "H", "H", "O", "H", "H", "H", "H", "C", "O", "N", "C", "H", "N", "H", "C", "C", "O", "N", "H", "H", "N", "C", "H", "C", "C", "H", "H", "H", "H", "H", "H", "C", "H", "H", "C", "H", "H", "C", "H", "H", "H", "H", "H", "C", "H", "H", "H", "C", "C", "C", "H", "H", "C", "H", "H", "H", "H", "C", "H", "H", "H", "O", "H", "H", "H", "H", "H", "O", "H", "H", "C", "N", "H", "C", "H", "H", "N", "O", "C", "H", "H", "H", "H", "H", "H", "H", "H", "H", "H", "H", "H", "H", "H", "H", "H", "H", "O", "H", "H", "H", "H", "C", "H", "C", "C", "H", "C", "H", "H", "H", "H", "C", "H", "H", "C", "H", "C", "H", "O", "H", "C", "H", "C", "C", "N", "C", "H", "O"],
  "coordinates": [[-6.497, -0.414, -6.645], [6.651, 1.511, 0.135], [5.233, 1.010, 8.675], [-3.631, 3.739, -4.414], [-0.294, 5.301, -1.015], [4.483, -5.507, 5.917], [-3.619, 1.018, 0.539], [0.103, 5.900, -2.824], [4.069, 0.149, 4.698], [0.820, 1.782, 4.173], [-5.291, -2.673, 0.435], [3.355, -2.697, -3.783], [-4.040, 6.270, -0.074], [0.122, 3.064, 2.305], [-2.090, 0.779, -0.775], [-4.310, -2.792, 0.895], [5.787, 0.020, 0.754], [-1.582, 2.961, 2.738], [-2.748, 2.576, 0.033], [3.402, -0.551, 3.618], [4.238, -1.657, -0.268], [0.145, -3.870, 3.572], [4.515, -0.833, 5.676], [-6.996, 2.555, -5.571], [6.199, 0.863, 6.060], [-4.626, -0.671, -3.719], [0.497, -3.668, 6.071], [3.582, -4.445, -5.725], [-2.546, 4.981, -0.270], [-6.961, 2.011, -7.640], [-1.670, 0.023, 1.151], [0.492, -1.347, 1.805], [0.631, 0.440, -1.168], [-0.573, 3.035, 3.144], [3.696, -1.326, 6.199], [0.887, -0.716, 1.010], [0.463, 5.495, 0.363], [5.452, -4.079, 5.509], [4.533, 2.343, -0.732], [-4.523, 5.037, -1.223], [-4.453, 1.262, -6.498], [3.706, -0.937, 0.073], [-5.861, -1.894, 0.942], [-6.523, 1.843, -6.247], [-0.437, -3.109, 6.129], [-3.636, -0.374, -2.407], [-3.733, -2.629, -1.421], [4.197, 1.671, 7.651], [0.515, -3.610, -3.185], [-3.352, 2.686, -4.438], [1.494, -2.842, -1.276], [1.402, 5.350, -2.108], [-8.001, 0.445, -6.059], [-3.560, -3.696, -1.276], [2.889, -4.283, -3.227], [-1.749, 5.891, -1.131], [-0.365, 4.231, -1.214], [3.804, -5.372, -5.197], [-4.506, 4.680, 0.479], [4.532, 1.308, -0.390], [-3.961, 5.208, -0.304], [-6.922, 0.326, -5.967], [0.192, -2.338, -5.055], [6.575, 1.514, 6.735], [-3.695, -1.027, -3.277], [1.150, 0.231, 1.481], [-0.059, 0.893, -1.750], [5.478, 1.347, 5.546], [3.758, -1.541, 3.333], [5.726, 1.082, 0.519], [1.022, -0.910, -4.500], [-2.156, 5.876, -2.142], [2.253, -5.398, 4.461], [-4.627, 2.148, -4.726], [1.193, -0.177, -1.736], [-2.579, -2.691, -3.084], [-0.381, 4.033, 3.537], [-4.805, 3.040, -6.563], [3.552, 1.256, 0.084], [4.583, 0.692, -1.598], [1.175, -3.430, 6.892], [0.055, 4.893, 1.175], [-0.067, -0.277, -0.158], [0.617, 5.967, -1.957], [-0.878, 1.464, 0.550], [0.573, -1.844, -4.162], [0.073, -4.645, 6.302], [1.230, -2.473, 4.638], [-4.545, -3.265, -3.694], [3.474, -3.852, 5.176], [-0.254, 1.841, 3.998], [-5.628, -3.702, 0.312], [3.908, 0.046, 8.522], [-6.663, 2.849, -8.118], [3.695, -4.668, -6.786], [-0.449, -1.203, -0.588], [1.529, 5.286, 0.448], [-2.832, -0.731, -3.874], [-3.161, 2.601, -3.369], [-4.083, 1.705, -0.869], [4.769, -1.257, -0.956], [-2.979, -1.979, -0.977], [4.900, -5.038, 4.188], [0.409, -3.713, 2.610], [-0.380, -1.587, -3.700], [-1.652, 6.911, -0.760], [2.390, -0.683, 4.002], [5.106, -1.540, 5.093], [-1.193, 1.928, 5.130], [-6.609, -0.036, -4.988], [6.044, -0.864, 7.335], [3.404, 0.059, 2.714], [-4.582, -2.905, -4.637], [1.280, -2.850, -3.341], [-5.478, -3.114, -3.338], [-3.624, -2.429, -2.917], [5.417, -0.143, 6.810], [0.235, 6.528, 0.626], [1.095, -3.554, 4.607], [2.612, -4.119, 3.297], [-0.926, 2.674, 5.673], [1.729, -1.264, 0.586], [2.595, -1.934, -2.102], [-5.022, 2.090, -6.074], [-0.639, -3.256, 3.741], [-2.543, 2.369, -5.096], [4.549, 0.670, 7.898], [-0.568, 0.946, 3.462], [-1.212, 0.466, 0.266], [4.343, 1.269, -2.327], [2.458, -3.778, -5.296], [4.387, -3.748, -5.492], [-3.184, 1.621, -0.258], [5.440, 1.580, 1.446], [2.592, -3.468, -3.888], [2.446, -4.330, 4.354], [1.621, -2.191, -2.038], [4.620, -4.707, 5.189], [-6.658, 1.268, -8.253], [-4.981, -2.261, -0.854]],
  "homo_lumo_gap_ev": 9.1,
  "e_homo_ev": -8.83,
  "smiles": "COC[C@H](C)N.COC[C@H](C)N.COC[C@H](C)N.COC[C@H](C)N.COC[C@H](C)N.COC[C@H](C)N.COC[C@H](C)N.CCO.CCO.O"
}

Run Q
{
  "formula": "C32H91N7O10",
  "method": "ωB97M-V with the def2-TZVPD basis set",
  "species": ["H", "H", "C", "H", "H", "H", "H", "C", "N", "O", "O", "H", "C", "N", "H", "H", "C", "C", "H", "H", "H", "O", "H", "H", "H", "C", "H", "C", "O", "H", "C", "H", "C", "O", "H", "C", "H", "C", "H", "H", "O", "H", "H", "H", "H", "H", "H", "H", "H", "H", "H", "H", "H", "H", "N", "H", "H", "H", "H", "H", "C", "H", "H", "H", "H", "H", "H", "C", "H", "H", "H", "H", "C", "H", "H", "C", "C", "H", "C", "H", "H", "H", "H", "H", "H", "C", "H", "H", "H", "H", "H", "O", "C", "C", "H", "H", "N", "C", "H", "H", "H", "H", "H", "N", "C", "H", "H", "H", "C", "H", "N", "C", "H", "O", "O", "H", "C", "C", "H", "C", "H", "H", "H", "H", "N", "H", "O", "C", "H", "C", "C", "H", "H", "H", "C", "H", "H", "H", "H", "C"],
  "coordinates": [[12.096, -20.709, -22.369], [12.056, -16.370, -11.964], [11.657, -15.214, -24.006], [5.895, -19.896, -16.172], [8.494, -14.707, -24.495], [14.279, -16.528, -22.540], [14.703, -18.703, -19.661], [9.513, -14.823, -24.868], [6.339, -15.953, -12.190], [9.205, -16.447, -21.587], [5.930, -19.449, -19.864], [13.163, -19.837, -11.287], [6.780, -19.906, -16.815], [13.500, -17.443, -10.084], [11.913, -20.974, -13.794], [7.334, -17.995, -20.524], [14.804, -17.911, -20.403], [11.921, -18.347, -18.336], [6.286, -14.007, -13.855], [6.430, -16.648, -17.334], [11.636, -20.175, -15.343], [9.739, -13.607, -17.421], [8.559, -23.704, -23.033], [5.401, -15.593, -12.314], [7.987, -14.017, -13.343], [7.141, -19.073, -20.502], [7.647, -20.079, -16.181], [9.821, -13.648, -18.838], [14.832, -16.587, -19.865], [14.122, -20.805, -15.007], [13.626, -17.701, -11.530], [10.159, -17.627, -20.854], [7.020, -15.985, -13.515], [11.065, -22.170, -15.174], [11.863, -13.980, -21.557], [9.573, -12.154, -20.864], [11.995, -16.399, -22.167], [10.049, -18.972, -24.248], [16.420, -13.729, -16.721], [15.701, -14.426, -19.134], [8.814, -21.816, -23.705], [10.498, -21.493, -24.919], [14.192, -13.523, -17.500], [14.672, -17.815, -11.838], [14.229, -15.470, -23.694], [10.796, -13.994, -19.204], [12.930, -15.927, -15.466], [7.536, -14.455, -14.994], [14.878, -17.071, -17.851], [11.671, -16.117, -24.633], [8.089, -17.718, -12.817], [13.506, -14.802, -14.262], [6.673, -20.758, -17.494], [10.711, -17.149, -14.810], [11.850, -19.893, -22.934], [4.661, -18.809, -18.399], [13.363, -14.697, -21.015], [13.864, -17.871, -20.960], [13.892, -18.246, -9.607], [10.436, -11.579, -17.774], [15.426, -16.471, -18.586], [13.375, -21.738, -16.351], [12.416, -19.247, -18.705], [10.618, -12.196, -21.187], [10.673, -16.762, -18.914], [12.550, -17.832, -17.606], [13.644, -22.472, -14.772], [9.885, -17.867, -14.791], [11.806, -19.187, -22.201], [7.377, -17.364, -16.227], [10.188, -18.501, -13.950], [9.751, -15.889, -22.176], [11.385, -17.432, -19.413], [9.748, -14.711, -15.777], [11.107, -18.766, -17.735], [8.559, -23.186, -24.001], [5.672, -18.602, -18.748], [10.909, -15.253, -17.007], [13.367, -21.546, -15.276], [11.281, -11.251, -19.046], [7.600, -23.283, -24.499], [12.906, -19.172, -12.865], [9.524, -15.700, -25.518], [12.138, -16.741, -19.818], [13.302, -13.537, -22.380], [12.803, -15.624, -14.425], [6.268, -16.403, -14.188], [9.162, -11.195, -21.182], [8.365, -15.981, -21.519], [9.874, -19.972, -22.355], [17.493, -14.837, -17.689], [8.601, -17.294, -14.746], [10.434, -20.088, -23.294], [9.891, -14.882, -16.850], [16.610, -15.409, -16.272], [9.764, -13.915, -25.418], [10.316, -11.205, -18.718], [7.238, -14.531, -13.946], [11.097, -22.323, -16.125], [9.088, -16.380, -12.880], [8.986, -19.053, -24.491], [10.652, -19.030, -25.156], [8.445, -11.996, -19.103], [14.204, -14.516, -17.694], [6.742, -18.652, -17.658], [7.732, -18.448, -18.083], [14.036, -16.627, -9.807], [9.059, -12.915, -21.454], [12.795, -18.947, -11.797], [7.170, -19.480, -21.509], [13.685, -16.246, -23.317], [16.564, -14.732, -17.122], [13.485, -14.726, -18.378], [10.287, -14.966, -23.686], [10.833, -18.216, -20.453], [10.231, -17.991, -23.805], [10.173, -21.471, -23.874], [12.818, -14.394, -21.911], [6.252, -16.914, -11.877], [15.508, -14.970, -18.205], [9.403, -23.671, -24.497], [10.808, -22.165, -23.306], [15.630, -18.010, -21.110], [5.675, -17.580, -19.152], [6.516, -17.486, -16.763], [16.429, -16.918, -18.622], [13.180, -16.772, -13.682], [11.965, -21.109, -14.876], [7.936, -19.505, -19.888], [12.467, -15.628, -22.780], [9.481, -12.243, -19.343], [11.716, -18.834, -11.695], [12.148, -14.490, -24.664], [9.103, -15.624, -17.024], [8.277, -16.840, -13.461], [11.766, -15.308, -14.288], [13.629, -15.557, -12.062], [9.058, -14.328, -19.238], [9.977, -18.440, -15.713], [13.100, -16.488, -12.283]],
  "homo_lumo_gap_ev": 9.3,
  "e_homo_ev": -8.89,
  "smiles": "COC[C@H](C)N.COC[C@H](C)N.COC[C@H](C)N.COC[C@H](C)N.COC[C@H](C)N.COC[C@H](C)N.COC[C@H](C)N.CCO.CCO.O"
}

The winner here is run Q, beating the second structure by 104.3 kcal/mol.